Below is C29H58Br4O8P2SSi2 as an isolated structure at a distorted geometry, with properties calculated with ωB97M-V/def2-TZVPD.

```
104
Properties=species:S:1:pos:R:3:lowdin_charge:R:1
C -0.56893 -0.65254 5.93495 -0.08
C -1.22297 -1.72351 4.99766 -0.22
C -0.49742 -1.63646 3.64429 -0.23
O -0.46140 -2.84915 2.86756 -0.22
Si -1.90019 -3.62405 2.64693 0.22
C -3.37197 -2.49947 2.40939 -0.19
C -3.08946 -1.27381 1.51932 -0.28
O -4.10824 -1.17330 0.53947 -0.15
C -4.14083 0.11623 -0.07529 -0.17
C -4.18053 -0.04076 -1.59668 -0.15
O -3.79775 1.15328 -2.28199 -0.06
C -2.48663 1.10099 -2.73472 -0.30
C -2.11746 0.37647 -3.82380 -0.01
C -0.82289 0.35225 -4.28426 -0.02
C 0.13339 1.08808 -3.61778 -0.18
C 1.63183 1.17716 -4.06928 -0.45
C 2.48184 1.14756 -2.78088 -0.04
C 1.89245 -0.10209 -4.89807 -0.05
C 1.71546 2.48303 -4.90095 -0.10
C 3.11408 3.10426 -5.15800 -0.54
C 3.56044 4.08267 -4.02871 -0.06
C 4.22735 2.10161 -5.51071 -0.06
C 2.94863 3.99529 -6.42040 -0.11
C -0.24530 1.82311 -2.51375 -0.05
C -1.53817 1.83838 -2.06111 0.01
O -2.10344 -4.69596 3.90914 -0.28
Si -0.78059 -5.68875 4.23033 0.49
C -0.43232 -5.86683 6.06366 -0.19
C 0.38408 -4.67915 6.65578 -0.48
C 1.71661 -5.12313 7.25825 -0.05
O -0.38935 -4.06908 7.69807 -0.06
C -1.08796 -7.44657 3.55311 -0.29
P 0.41004 -8.44810 3.73341 0.35
O 0.48712 -9.09163 5.04245 -0.28
O 1.71558 -7.55995 3.45949 -0.14
O 0.43885 -9.59819 2.59590 -0.13
P -1.76950 -4.91779 0.79276 0.27
S 0.07456 -5.49907 0.40677 0.06
H -0.06075 0.09333 5.31737 0.07
H 0.19572 -1.15805 6.53257 0.07
H -1.28939 -0.20645 6.61890 0.07
H -2.27439 -1.43567 4.92281 0.10
H -1.09695 -2.68097 5.49946 0.08
H 0.54887 -1.40444 3.86954 0.12
H -0.87479 -0.77945 3.07276 0.11
H -4.15452 -3.08837 1.91104 0.09
H -3.79826 -2.19566 3.36885 0.08
H -3.12669 -0.38490 2.16423 0.12
H -2.09889 -1.31639 1.03711 0.12
H -5.09709 0.56232 0.22873 0.13
H -3.32660 0.75957 0.27073 0.12
H -5.20663 -0.26665 -1.90210 0.13
H -3.54536 -0.87855 -1.90360 0.13
H -2.88546 -0.17824 -4.36020 0.13
H -0.57908 -0.21902 -5.16800 0.11
H 2.53447 2.10352 -2.26138 0.07
H 1.98054 0.46779 -2.08134 0.09
H 3.48391 0.73560 -2.91976 0.08
H 1.56173 -0.95905 -4.29971 0.09
H 2.95870 -0.26021 -5.06988 0.07
H 1.34912 -0.09768 -5.84348 0.08
H 1.18932 2.34497 -5.85225 0.13
H 1.14591 3.23962 -4.34710 0.08
H 3.39795 5.10825 -4.37601 0.05
H 2.97143 3.98346 -3.11720 0.04
H 4.63639 4.01577 -3.84258 0.08
H 4.38145 1.31803 -4.77067 0.06
H 5.16646 2.65759 -5.61233 0.08
H 4.01576 1.67687 -6.49831 0.09
H 3.92066 4.38285 -6.74253 0.09
H 2.19851 4.78381 -6.26757 0.00
H 2.56551 3.38729 -7.25338 0.08
H 0.45282 2.44387 -1.96408 0.11
H -1.78230 2.43549 -1.18904 0.12
H 0.46255 -5.21851 3.59844 0.03
H 0.18936 -6.77100 6.15409 0.07
H -1.33818 -6.07858 6.64040 0.09
H 0.59841 -3.94248 5.87497 0.11
H 2.38647 -5.48205 6.47029 0.09
H 1.60784 -5.84011 8.07551 0.09
H 2.18793 -4.22676 7.67868 0.08
H -0.56280 -4.75136 8.35599 0.09
H -1.86376 -7.89136 4.18339 0.07
H -1.37537 -7.43625 2.49555 0.02
H 1.55302 -7.08985 2.61767 0.05
H -0.44363 -9.74988 2.23612 0.07
H -2.69213 -5.98936 0.88750 -0.04
H -2.23485 -4.10917 -0.27417 -0.05
Br 0.43163 5.95546 -3.26211 0.66
C 0.41620 7.78282 -3.92028 -0.75
C 0.29538 7.82820 -5.41934 -0.67
Br 1.97534 7.40015 -6.31830 0.68
H 1.31745 8.25989 -3.55077 0.01
H -0.45246 8.24160 -3.45594 0.01
H 0.05401 8.83658 -5.74958 0.06
H -0.44769 7.13533 -5.80183 0.05
Br 0.47875 9.47185 -1.13965 0.70
C 0.30233 9.07669 0.75813 -0.68
C 0.51586 7.61301 1.03818 -0.69
Br -1.03710 6.55563 0.53177 0.60
H -0.67799 9.42797 1.06406 0.05
H 1.06847 9.67550 1.24649 0.06
H 0.64108 7.44487 2.10584 0.06
H 1.36683 7.19991 0.50492 0.05
```

Its largest force on an atom is 1.849 eV/A. As for the multiplicity: 1. As for the orbital gap: 8.8780 eV. Its calculated total energy is -13697.8626 hartree. As for the HOMO energy: -8.646 eV. As for the charge: 0.



Below is an isolated ion of composition C6H10N and charge +1 at a distorted geometry, with properties calculated with ωB97M-V/def2-TZVPD.

```
17
Properties=species:S:1:pos:R:3:lowdin_charge:R:1
C 2.07093 0.70679 0.97807 0.15
C 1.44157 -0.17565 0.26585 -0.26
C 1.23642 -1.01980 -0.85199 0.01
C 0.15546 -0.93952 0.25919 -0.14
C -0.99779 -0.10080 0.22925 -0.18
C -1.03843 0.99475 -0.82885 0.02
N -2.21166 -0.30920 0.74995 0.27
H 1.69309 1.20828 1.79419 0.07
H 2.90502 1.16011 0.61687 0.06
H 1.01329 -0.72275 -1.86596 0.12
H 1.78436 -2.03165 -0.85161 0.17
H 0.17647 -1.69875 0.97735 0.14
H -1.51875 1.85408 -0.50523 0.07
H -1.46396 0.44710 -1.68668 0.12
H 0.03874 1.40469 -1.11936 0.15
H -2.33423 -1.11629 1.22867 0.10
H -2.95052 0.33863 0.61028 0.14
```

Its largest force on an atom is 4.478 eV/A. As for the multiplicity: 1. As for the SMILES: C=C1C[C@@H]1C(C)=[NH2+]. As for the orbital gap: 9.9200 eV. Its calculated total energy is -289.0334 hartree. As for the HOMO energy: -14.406 eV. As for the charge: +1.



Below is one molecule with the formula C5H8O2, with properties calculated with ωB97M-V/def2-TZVPD.

```
15
Properties=species:S:1:pos:R:3:lowdin_charge:R:1
C 1.18438 -0.44923 1.17503 -0.01
C 0.11127 -0.48650 0.10462 -0.52
O -0.23711 -1.80636 -0.26582 0.02
C -1.16922 0.35459 0.33247 -0.08
C -0.90273 1.18309 -0.95219 -0.06
C 0.39217 0.39550 -1.13277 -0.33
O 1.29558 0.41370 -1.92456 0.12
H 0.85878 -1.01552 2.05275 0.09
H 2.11252 -0.89040 0.79382 0.09
H 1.40563 0.57898 1.47974 0.09
H 0.55828 -2.22649 -0.62134 0.11
H -2.07356 -0.25537 0.30208 0.12
H -1.15322 0.93549 1.25830 0.11
H -1.61199 1.00581 -1.76628 0.12
H -0.77077 2.26271 -0.83584 0.12
```

Its largest force on an atom is 0.550 eV/A. As for the multiplicity: 1. As for the SMILES: C[C@@]1(O)CCC1=O. As for the orbital gap: 10.2023 eV. Its calculated total energy is -345.7683 hartree. As for the HOMO energy: -9.306 eV. As for the charge: 0.



Below is an isolated ion of composition C5H9IN and charge +1 at a distorted geometry, with properties calculated with ωB97M-V/def2-TZVPD.

```
16
Properties=species:S:1:pos:R:3:lowdin_charge:R:1
C 0.01652 -1.66231 0.64568 -0.01
N -0.28291 -0.69758 -0.38362 -0.15
C 0.92291 0.18035 -0.85749 -0.05
C 0.82685 1.47463 0.03167 -0.13
C -0.65225 1.50529 0.40925 -0.05
C -1.15924 0.34639 0.09077 -0.38
I -3.65661 -0.28651 -0.06495 0.55
H 0.73404 -1.29804 1.33056 0.11
H -0.82716 -2.03539 1.26340 0.13
H 0.30578 -2.52649 0.27617 0.06
H -0.66739 -1.26651 -1.17111 0.19
H 0.88467 0.41829 -1.98507 0.16
H 1.78889 -0.53624 -0.81052 0.14
H 1.15644 2.28035 -0.66702 0.13
H 1.51415 1.72786 0.88199 0.14
H -0.90471 2.37592 1.01028 0.14
```

Its largest force on an atom is 5.139 eV/A. As for the multiplicity: 1. As for the SMILES: C[N@@H+]1CCC=C1I. As for the orbital gap: 8.1603 eV. Its calculated total energy is -547.9978 hartree. As for the HOMO energy: -13.495 eV. As for the charge: +1.



Below is C19H38LaP as an isolated structure at a distorted geometry, with properties calculated with ωB97M-V/def2-TZVPD.

```
59
Properties=species:S:1:pos:R:3:lowdin_charge:R:1
C -2.03352 0.38311 -1.95372 -0.23
H -3.05694 0.34138 -2.31908 0.12
H -1.72633 1.44870 -1.93767 0.09
H -2.23391 -0.00874 -0.72543 0.07
C -1.18098 -0.52634 -2.86404 -0.38
H -0.07027 -0.40066 -2.76606 0.08
H -1.41089 -1.58307 -2.65562 0.10
C -1.49094 -0.23823 -4.35870 -0.04
H -0.90506 -0.90565 -5.00067 0.10
H -2.55321 -0.39763 -4.56004 0.10
H -1.23165 0.79567 -4.61027 0.10
C 1.58195 0.63363 1.27873 -0.33
C 2.15495 0.69149 -0.03000 -0.34
C 1.49945 1.74464 -0.74807 -0.33
C 0.50536 2.31269 0.11291 -0.32
C 0.55079 1.61624 1.36016 -0.32
C -0.29558 1.88162 2.55530 -0.02
C -0.37456 3.46467 -0.22562 -0.02
C 1.77171 2.18246 -2.14591 -0.03
C 3.16407 -0.26174 -0.57135 -0.03
C 2.00040 -0.27213 2.38148 -0.04
La -0.32775 -0.22501 -0.47244 1.90
H -1.10759 3.65015 0.57000 0.08
H 0.21361 4.39069 -0.35219 0.11
H -0.92772 3.30672 -1.16422 0.07
H -1.17750 2.48246 2.30038 0.08
H -0.64534 0.94768 3.02101 0.07
H 0.26802 2.43574 3.32579 0.12
H 2.44700 -1.20075 2.00411 0.07
H 2.75898 0.21557 3.01695 0.11
H 1.16083 -0.54276 3.03702 0.07
H 3.17634 -0.27318 -1.67082 0.08
H 4.17394 0.02585 -0.23447 0.12
H 2.99497 -1.29549 -0.22381 0.08
H 0.84941 2.27676 -2.74465 0.08
H 2.25860 3.17380 -2.15495 0.11
H 2.44208 1.48317 -2.66407 0.08
C -3.30249 -2.12117 3.05912 -0.13
C -1.97312 -2.84144 2.84324 -0.40
P -1.07837 -2.31391 1.36574 0.84
C 0.42154 -3.38207 1.32302 -0.40
C 0.21251 -4.87406 1.58093 -0.12
C -2.09265 -2.84332 -0.09013 -0.44
C -2.72052 -4.23415 0.06254 -0.11
H -3.16114 -1.03992 3.17560 0.07
H -3.76487 -2.49247 3.98129 0.09
H -4.01463 -2.28884 2.24217 0.07
H -1.29879 -2.63114 3.68975 0.11
H -2.10829 -3.93175 2.80460 0.08
H 0.94255 -3.23220 0.36065 0.08
H 1.08203 -2.96784 2.10287 0.07
H -0.22575 -5.39275 0.72202 0.07
H 1.19038 -5.33574 1.76886 0.09
H -0.40766 -5.06288 2.46447 0.08
H -2.90000 -2.09851 -0.21386 0.07
H -1.46709 -2.81784 -1.00604 0.05
H -3.25844 -4.34508 1.01177 0.08
H -3.44774 -4.38958 -0.74508 0.09
H -1.97724 -5.03437 -0.01572 0.07
```

Its largest force on an atom is 8.437 eV/A. As for the multiplicity: 1. As for the orbital gap: 6.6378 eV. Its calculated total energy is -1119.0874 hartree. As for the HOMO energy: -14.212 eV. As for the charge: +2.



Below is a 3-piece molecular cluster, C2BrFNO4 overall at a distorted geometry, with properties calculated with ωB97M-V/def2-TZVPD.

```
9
Properties=species:S:1:pos:R:3:lowdin_charge:R:1
C 1.87495 0.69713 0.73565 -0.51
C -1.45124 -0.00705 -0.64067 -0.61
N -0.56635 -0.98087 -0.42844 -0.58
O 2.61112 1.13572 -0.04224 0.17
O 1.33761 0.32447 1.68228 0.18
O -0.94946 -2.17086 -0.34384 -0.06
O 0.57545 -0.79706 -0.69236 -0.01
F -0.41364 1.56874 -0.43363 -0.34
Br -3.01843 0.22977 0.16326 0.75
```

Its largest force on an atom is 4.511 eV/A. As for the multiplicity: 1. As for the orbital gap: 7.5722 eV. Its calculated total energy is -3105.7084 hartree. As for the HOMO energy: -4.416 eV. As for the charge: -1.